DFT (ωB97M-V with the def2-TZVPD basis set) results for a molecular structure, C19H43NO8S3 in a non-equilibrium geometry.

```
74
Properties=species:S:1:pos:R:3
C 0.3785 1.3058 0.1660
C 1.9338 1.3138 0.6355
C 2.2271 0.7227 2.0251
O 2.5973 0.5747 -0.3942
H -0.2229 1.7712 0.9469
H 0.0007 0.3406 -0.1711
H 0.3363 1.9402 -0.7194
H 2.2602 2.3538 0.6393
H 3.2694 0.8102 2.3319
H 1.9167 -0.3195 2.1003
H 1.7026 1.3236 2.7679
H 2.3042 0.9980 -1.2044
C -0.5275 -1.8995 -4.4105
C 0.1205 -1.1839 -3.2198
C 0.2719 0.3828 -3.1944
O 1.5049 0.8088 -2.5485
C 1.7408 2.1620 -2.5896
N -0.6163 -1.5610 -2.0136
H -0.5785 -2.9727 -4.2266
H 0.0827 -1.5874 -5.2581
H -1.5831 -1.6978 -4.5926
H 1.1062 -1.6486 -3.1941
H -0.5618 0.8970 -2.7163
H 0.3166 0.7406 -4.2230
H 1.8187 2.4821 -3.6287
H 2.7188 2.4118 -2.1783
H 1.0112 2.7362 -2.0187
H -0.7869 -2.5543 -1.9473
H -0.0275 -1.3369 -1.2242
C -2.4826 0.5627 -1.6366
C -1.9043 1.7988 -1.0576
C -2.6053 2.0746 0.3256
S -2.6955 0.3567 1.0924
O -4.0989 -0.0122 1.4411
O -1.5751 0.1119 2.0474
C -2.2521 -0.4740 -0.5335
H -1.9767 0.2953 -2.5644
H -3.4239 0.5895 -2.1856
H -2.0424 2.6314 -1.7474
H -0.8344 1.9262 -0.8927
H -3.6244 2.4317 0.1769
H -2.0918 2.6447 1.0998
H -2.7336 -1.4462 -0.6384
H -1.1988 -0.7237 -0.6612
C 3.3542 -2.4649 -2.0688
C 2.5362 -1.2633 -1.5152
C 1.5430 -1.7243 -0.4380
S 1.0842 -3.5590 -0.8763
O 0.0267 -3.5551 -1.9064
O 0.9058 -4.3317 0.3081
C 2.7146 -3.8687 -1.7191
H 4.3734 -2.4647 -1.6823
H 3.6701 -2.2522 -3.0901
H 2.0382 -0.8084 -2.3715
H 3.1248 -0.4578 -1.0761
H 0.6492 -1.1064 -0.3514
H 1.9842 -1.6875 0.5580
H 2.4933 -4.5103 -2.5721
H 3.3607 -4.2674 -0.9370
C -1.3963 -0.0631 5.2067
C -2.2189 1.1276 5.7547
C -1.5058 2.4403 5.1683
S -1.0014 1.8624 3.4237
O 0.4585 1.9814 3.3815
O -1.9063 2.4872 2.4471
C -1.5454 0.0873 3.6782
H -1.8268 -0.9968 5.5688
H -0.3566 0.0146 5.5248
H -2.3004 1.0363 6.8378
H -3.2453 0.9538 5.4316
H -0.5298 2.6202 5.6191
H -2.0730 3.3630 5.0459
H -1.0018 -0.6388 3.0736
H -2.5840 -0.0353 3.3708
```

Its calculated total energy is -2600.2166 a.u. The calculation puts the relative energy (zero: lowest compared OMol25 entry of this formula, charge and spin) at 18.702 eV. The molecular weight comes out at 509.75 g mol⁻¹. As for the HOMO energy: -0.2876 Ha. The calculation puts the max |F| at 15.1 eV/A.

***

DFT (ωB97M-V with the def2-TZVPD basis set) results for a molecular structure, H3INPS in a non-equilibrium geometry.

```
7
Properties=species:S:1:pos:R:3
N -0.4924 -1.5682 0.0806
P -0.0332 0.8934 -1.4904
S -0.2037 -0.0616 0.3126
I -1.9140 1.1378 2.6864
H -0.5977 -2.0160 1.0661
H 0.0866 2.1437 -0.6590
H 1.2040 -0.0649 0.3234
```

Its calculated total energy is -1093.6203 a.u. The calculation puts the relative energy (zero: lowest compared OMol25 entry of this formula, charge and spin) at 3.186 eV. The molecular weight comes out at 206.98 g mol⁻¹. As for the HOMO energy (alpha / beta): -0.3322 / -0.3240 Ha. The calculation puts the max |F| at 2.6 eV/A.